# 1
Density functional theory data (ωB97M-V/def2-TZVPD) for a molecular structure, C25H43BrCaClCsFGaN3NaO13 at a distorted geometry.

Output
Total charge = 0
E = -8039.2550 Eh

```
91
C25H43BrCaClCsFGaN3NaO13 | the OMol25 dataset | ωB97M-V/def2-TZVPD
C 4.755 3.801 -0.947
C 4.230 2.402 -1.274
C 3.530 1.856 -0.027
Br 4.822 0.903 1.108
Ga 1.941 0.714 -0.470
Cl 0.230 1.829 0.596
C 2.200 -1.214 0.216
C 0.851 -2.015 0.493
C -0.003 -2.505 -0.745
N 0.486 -3.436 -1.818
O -1.161 -2.145 -0.835
O 1.687 0.762 -2.315
C 0.661 1.674 -2.679
C -0.736 1.068 -2.479
N -1.739 2.125 -2.205
C -2.996 1.562 -1.641
C -3.199 1.942 -0.181
C -4.614 1.680 0.315
O -2.938 3.368 -0.063
H 4.977 3.903 0.107
H 5.653 3.974 -1.519
H 4.030 4.562 -1.203
H 5.067 1.753 -1.492
H 3.567 2.427 -2.126
H 3.221 2.710 0.560
H 2.725 -1.132 1.153
H 2.920 -1.765 -0.446
H 1.132 -2.915 1.030
H 0.180 -1.467 1.131
H -0.350 -3.875 -2.186
H 0.847 -2.933 -2.645
H 0.736 2.596 -2.107
H 0.747 1.949 -3.725
H -0.700 0.447 -1.590
H -1.013 0.448 -3.327
H -1.950 2.533 -3.105
H -3.823 1.964 -2.218
H -3.002 0.481 -1.702
H -2.538 1.359 0.440
H -5.139 2.621 0.432
H -5.133 0.950 -0.283
H -4.538 1.259 1.300
H -3.633 3.775 -0.593
Cs 0.715 1.906 2.826
Ca -1.300 4.900 0.389
C 4.637 7.309 -2.902
O 4.144 6.713 -1.899
O 6.022 7.032 -3.076
O 4.115 8.059 -3.716
H 6.137 6.448 -2.316
O -0.670 8.543 1.604
H -0.133 8.876 2.329
H -1.112 9.324 1.257
C -6.866 3.894 1.901
O -5.647 4.445 2.032
H -7.256 3.800 0.865
H -6.974 2.860 2.312
H -7.676 4.433 2.443
Na 2.107 -1.994 -1.832
C 2.923 -8.677 -1.903
C 4.107 -9.085 -2.386
C 5.066 -8.129 -3.044
O 6.126 -8.562 -3.441
C 4.668 -6.731 -3.172
C 3.488 -6.336 -2.691
C 2.542 -7.284 -2.013
O 1.495 -6.826 -1.590
O 3.047 -5.077 -2.769
O 4.514 -10.339 -2.320
H 2.227 -9.353 -1.427
H 5.356 -6.055 -3.661
H 2.166 -5.088 -2.338
H 5.397 -10.365 -2.735
N -4.728 -1.178 1.107
C -5.885 -1.371 1.745
C -6.220 -2.582 2.342
C -5.319 -3.632 2.269
C -4.107 -3.442 1.605
C -3.873 -2.199 1.051
H -6.582 -0.524 1.785
H -7.171 -2.675 2.845
H -5.552 -4.588 2.722
H -3.374 -4.236 1.524
H -2.953 -1.984 0.519
C 1.591 1.409 8.631
O 1.011 1.936 7.435
H 1.743 0.344 8.484
H 2.553 1.881 8.836
H 0.923 1.559 9.482
H 0.878 2.876 7.573
F -8.290 -0.234 2.380
```

Mulliken atomic charge list, values in e, 4 entries: atom 1 (C): -1.262, atom 2 (C): -0.425, atom 3 (C): -0.252, atom 4 (Br): -0.187

---

# 2
Density functional theory data (ωB97M-V/def2-TZVPD) for a molecular structure, C25H43Cl4Cu2N3O at a distorted geometry.

Output
Total charge = +4
ΔE to the lowest compared entry with this formula, charge and spin = 1861.96 kJ/mol

```
78
C25H43Cl4Cu2N3O | the OMol25 dataset | ωB97M-V/def2-TZVPD
C -8.845 0.143 12.146
N -8.591 -1.211 11.509
C -7.814 -1.278 10.417
C -7.541 -2.497 9.853
C -8.156 -3.647 10.261
C -9.039 -3.569 11.348
C -9.338 -2.342 11.888
C -7.772 -4.996 9.702
C -6.430 -5.359 9.590
C -6.056 -6.685 9.273
N -7.000 -7.576 9.013
C -8.308 -7.216 8.949
C -8.723 -5.916 9.319
C -6.665 -9.001 8.736
H -9.321 -0.012 13.114
H -9.540 0.659 11.483
H -7.873 0.611 12.296
H -7.342 -0.333 10.191
H -6.813 -2.600 9.062
H -9.528 -4.470 11.686
H -10.128 -2.125 12.592
H -5.666 -4.618 9.774
H -5.068 -7.098 9.135
H -8.907 -8.056 8.631
H -9.753 -5.595 9.293
H -7.207 -9.308 7.841
H -6.944 -9.660 9.558
H -5.580 -9.008 8.635
Cu -5.401 -1.050 10.366
Cu -4.597 -2.788 10.253
C -6.759 -2.495 2.194
C -7.296 -1.871 3.440
C -6.839 -2.661 4.698
C -5.454 -2.276 5.339
N -4.935 -3.275 6.469
C -3.748 -2.689 7.180
C -2.983 -3.858 7.669
C -3.399 -5.113 6.930
C -4.387 -4.623 5.889
C -6.023 -3.680 7.457
H -6.997 -3.557 2.135
H -5.677 -2.401 2.095
H -7.269 -1.990 1.374
H -8.374 -1.886 3.277
H -7.052 -0.809 3.466
H -6.833 -3.716 4.423
H -7.638 -2.630 5.439
H -5.504 -1.321 5.862
H -4.608 -2.200 4.655
H -4.113 -2.060 7.992
H -3.182 -2.028 6.523
H -3.059 -4.048 8.739
H -1.930 -3.653 7.479
H -3.884 -5.854 7.566
H -2.518 -5.582 6.492
H -5.089 -5.435 5.699
H -3.859 -4.490 4.944
H -6.711 -4.265 6.846
H -6.658 -2.836 7.727
H -5.540 -4.213 8.276
O -5.439 -1.950 8.974
H -6.314 -1.926 8.540
Cl -4.847 0.229 5.899
C -5.057 0.470 7.670
C -3.784 -0.099 8.427
Cl -2.168 0.502 7.925
H -5.902 -0.177 7.905
H -5.339 1.509 7.842
H -3.714 -1.187 8.408
H -3.863 0.177 9.479
Cl -7.188 -1.044 5.917
C -7.856 -0.271 7.297
C -7.642 1.311 7.281
Cl -8.425 1.948 5.792
H -7.368 -0.798 8.116
H -8.890 -0.614 7.290
H -6.580 1.513 7.140
H -8.038 1.713 8.213
```

Mulliken atomic charge list, values in e, 4 entries: atom 1 (C): -0.827, atom 2 (N): 0.022, atom 3 (C): -1.767, atom 4 (C): 2.890